No. 1
Density functional theory data (wB97M-V/def2-TZVPD) for a molecular structure, C13H15BiN8O3Se4 at a distorted geometry.

The HOMO energy is -6.81 eV. The molar mass comes out at 856.1 g/mol. As for the spin multiplicity: 1. As for the total energy: -299010.535 eV. Its total charge is 0.

Element x y z (Å)
Bi1 8.717 8.094 9.630
O1 11.300 4.605 10.656
C1 10.698 5.554 10.110
N1 9.406 5.940 10.228
C2 8.603 5.311 11.271
C3 8.080 6.284 12.319
C4 7.527 5.790 13.531
C5 7.130 6.697 14.519
C6 7.165 8.083 14.200
C7 7.705 8.470 12.979
N2 8.165 7.598 12.068
C8 11.497 6.443 9.140
C9 12.890 6.186 8.936
C10 13.588 7.013 8.099
C11 12.936 8.044 7.398
C12 11.574 8.186 7.610
N3 10.893 7.454 8.503
H1 9.271 4.614 11.785
H2 7.783 4.727 10.818
H3 7.464 4.692 13.684
H4 6.820 6.340 15.502
H5 6.771 8.839 14.893
H6 7.821 9.519 12.710
H7 13.316 5.351 9.493
H8 14.668 6.876 8.005
H9 13.483 8.738 6.755
H10 11.010 8.965 7.070
Se1 5.982 9.224 10.028
Se2 4.847 8.428 8.257
Se3 5.588 6.163 8.085
Se4 7.775 6.332 7.550
N4 7.761 9.301 5.963
N5 8.011 10.671 5.924
C13 8.514 11.417 6.949
N6 8.818 12.723 6.671
N7 8.731 10.747 8.101
N8 9.125 11.498 9.243
O2 9.335 12.702 9.235
O3 9.265 10.763 10.226
H11 7.306 9.037 5.111
H12 7.143 9.054 6.752
H13 7.839 11.155 5.049
H14 8.298 13.213 5.954
H15 9.094 13.251 7.516

No. 2
Density functional theory data (wB97M-V/def2-TZVPD) for a molecular structure, C13H15Br2NO2Sn at a distorted geometry.

The HOMO energy is -13.40 eV. The molar mass comes out at 495.8 g/mol. As for the spin multiplicity: 1. As for the total energy: -165203.714 eV. Its total charge is +2.

Element x y z (Å)
C1 5.385 -1.550 -1.023
C2 4.239 -0.600 -0.869
Br1 4.484 1.103 -1.635
C3 3.085 -0.828 -0.255
Br2 2.710 -2.484 0.571
C4 1.949 0.092 -0.064
C5 1.002 0.364 -0.962
C6 -0.124 1.255 -0.606
O1 -0.753 1.882 -1.439
C7 -0.514 1.308 0.851
C8 -1.951 1.618 1.162
C9 -2.729 0.455 1.751
C10 -2.671 -0.820 0.896
C11 -3.210 -0.502 -0.504
N1 -2.317 -0.102 -1.531
C12 0.441 1.073 1.747
C13 1.835 0.787 1.281
O2 2.809 1.157 1.877
H1 5.511 -2.138 -0.110
H2 6.313 -1.020 -1.227
H3 5.193 -2.232 -1.859
H4 1.034 -0.051 -1.967
H5 -2.422 1.963 0.234
H6 -2.016 2.464 1.854
H7 -3.777 0.747 1.894
H8 -2.350 0.181 2.741
H9 -3.273 -1.607 1.359
H10 -1.655 -1.214 0.781
H11 -3.709 -1.527 -0.842
H12 -4.015 0.260 -0.426
H13 -2.461 0.735 -2.088
H14 -1.717 -0.767 -2.007
H15 0.279 1.115 2.822
Sn1 -4.607 -1.118 -2.405

No. 3
Density functional theory data (wB97M-V/def2-TZVPD) for a molecular structure, C13H15BrCl2NO3 at a distorted geometry.

The HOMO energy is -12.54 eV. The molar mass comes out at 384.1 g/mol. As for the spin multiplicity: 1. As for the total energy: -116421.989 eV. Its total charge is +1.

Element x y z (Å)
C1 5.205 -2.293 0.086
O1 4.602 -1.599 -1.086
C2 3.171 -1.925 -1.196
C3 2.218 -1.066 -0.124
C4 1.008 -0.420 -1.023
N1 0.192 0.648 -0.329
C5 0.851 2.027 -0.117
C6 0.049 3.309 0.590
C7 -1.533 3.107 1.088
C8 -2.312 4.398 1.733
O2 -2.936 5.222 0.847
O3 -2.384 4.760 3.157
Br1 -3.603 3.543 3.874
C9 -2.162 1.607 0.877
C10 -1.253 0.409 0.157
C11 -2.017 -1.063 -0.052
Cl1 -1.476 -2.653 0.734
C12 -3.216 -1.120 -0.958
C13 -4.035 -2.539 -1.286
Cl2 -3.931 0.400 -1.827
H1 6.259 -2.680 -0.273
H2 5.257 -1.498 0.948
H3 4.492 -3.169 0.423
H4 2.851 -1.635 -2.309
H5 2.934 -3.083 -1.102
H6 1.725 -1.901 0.566
H7 2.834 -0.293 0.505
H8 1.532 0.085 -1.969
H9 0.382 -1.317 -1.454
H10 1.957 2.275 -0.471
H11 0.602 4.344 0.726
H12 -3.259 1.415 1.247
H13 -4.173 -3.218 -0.343
H14 -3.390 -3.060 -2.144
H15 -5.082 -2.307 -1.795

No. 4
Density functional theory data (wB97M-V/def2-TZVPD) for a single C13H15BrN2O2 molecule.

The HOMO energy is -8.73 eV. The molar mass comes out at 311.2 g/mol. As for the spin multiplicity: 1. As for the total energy: -90841.136 eV. Its total charge is 0.

Element x y z (Å)
Br1 4.952 0.557 0.073
C1 3.210 -0.189 -0.121
C2 3.079 -1.503 -0.537
C3 1.805 -2.024 -0.666
C4 0.682 -1.259 -0.393
C5 0.832 0.063 0.017
O1 -0.186 0.920 0.302
C6 -1.518 0.507 0.102
C7 -2.001 -0.521 1.149
O2 -2.386 -1.751 0.559
C8 -3.755 -2.057 0.543
C9 -4.552 -1.409 -0.606
N1 -4.790 -0.004 -0.414
C10 -4.433 1.011 -1.259
C11 -4.869 2.164 -0.673
N2 -5.484 1.881 0.504
C12 -5.426 0.585 0.629
C13 2.113 0.598 0.156
H1 3.950 -2.102 -0.749
H2 1.680 -3.048 -0.983
H3 -0.294 -1.707 -0.483
H4 -1.639 0.081 -0.902
H5 -2.098 1.430 0.168
H6 -1.166 -0.741 1.824
H7 -2.820 -0.105 1.743
H8 -4.219 -1.799 1.504
H9 -3.799 -3.142 0.413
H10 -4.003 -1.542 -1.541
H11 -5.511 -1.933 -0.686
H12 -3.921 0.830 -2.181
H13 -4.781 3.173 -1.021
H14 -5.843 0.035 1.449
H15 2.219 1.622 0.477

No. 5
Density functional theory data (wB97M-V/def2-TZVPD) for a molecular structure, C13H15Cl2F4N2O2Ru.

The HOMO energy is -12.26 eV. The molar mass comes out at 479.2 g/mol. As for the spin multiplicity: 1. As for the total energy: -59288.543 eV. Its total charge is +1.

Element x y z (Å)
Ru1 0.080 -0.421 0.617
C1 2.028 -0.752 -1.666
N1 1.987 -0.334 -0.243
C2 3.033 -1.065 0.502
C3 2.221 1.126 -0.155
C4 1.031 1.853 -0.751
N2 -0.192 1.164 -0.292
C5 -1.452 1.604 -0.755
C6 -2.457 0.690 -1.038
F1 -2.215 -0.615 -0.833
C7 -3.687 1.079 -1.531
F2 -4.597 0.142 -1.785
C8 -3.968 2.409 -1.757
C9 -2.985 3.335 -1.471
F3 -3.214 4.631 -1.655
C10 -1.753 2.951 -0.973
F4 -0.859 3.901 -0.675
H1 2.990 -0.474 -2.102
H2 1.225 -0.279 -2.225
H3 1.919 -1.831 -1.732
H4 4.019 -0.800 0.116
H5 2.889 -2.136 0.382
H6 2.976 -0.802 1.557
H7 3.146 1.394 -0.672
H8 2.324 1.375 0.902
H9 1.060 1.892 -1.843
H10 1.038 2.876 -0.385
H11 -4.932 2.719 -2.133
Cl1 -1.018 1.920 4.664
C11 -0.843 0.171 4.397
C12 -0.662 -0.029 2.926
O1 -1.571 -0.049 2.097
O2 0.574 -0.168 2.456
H12 -1.746 -0.331 4.731
H13 0.029 -0.178 4.942
Cl2 -1.623 -3.029 0.623
C13 -0.128 -2.344 0.043
H14 -0.009 -2.557 -1.015
H15 0.703 -2.752 0.635

No. 6
Density functional theory data (wB97M-V/def2-TZVPD) for 2 unconnected molecules or ions with the total composition C13H15ClN3O8S at a distorted geometry.

The HOMO energy is -2.83 eV. The molar mass comes out at 408.8 g/mol. As for the spin multiplicity: 1. As for the total energy: -57927.449 eV. Its total charge is -1.

Element x y z (Å)
C1 5.590 1.743 -2.403
C2 5.018 1.603 -1.011
O1 4.343 0.304 -0.951
C3 3.678 0.140 0.206
N1 2.891 -1.072 0.046
N2 2.041 -1.262 0.950
C4 1.531 -2.623 0.995
O2 1.960 -3.594 0.412
O3 0.485 -2.605 1.841
C5 -0.171 -3.910 1.899
C6 -1.352 -3.779 2.830
O4 3.748 0.846 1.188
H1 6.083 2.714 -2.498
H2 6.337 0.967 -2.608
H3 4.796 1.695 -3.158
H4 5.802 1.636 -0.239
H5 4.282 2.395 -0.801
H6 -0.488 -4.194 0.884
H7 0.553 -4.655 2.261
H8 -1.864 -4.743 2.899
H9 -1.032 -3.497 3.841
H10 -2.075 -3.043 2.457
O5 -2.539 -0.876 -6.057
N3 -1.436 -0.377 -5.734
O6 -0.450 -0.375 -6.509
C7 -1.295 0.215 -4.443
C8 -0.060 0.778 -4.069
C9 0.070 1.369 -2.813
C10 -1.016 1.409 -1.931
S1 -0.797 2.163 -0.291
C11 -0.261 0.858 0.701
Cl1 0.115 1.188 2.280
O7 0.253 3.145 -0.445
O8 -2.123 2.573 0.115
C12 -2.246 0.850 -2.310
C13 -2.390 0.246 -3.559
H11 0.777 0.740 -4.761
H12 1.025 1.798 -2.524
H13 -0.633 -0.136 0.468
H14 -3.096 0.878 -1.634
H15 -3.331 -0.207 -3.865

No. 7
Density functional theory data (wB97M-V/def2-TZVPD) for a molecular structure, C13H15CoF5N7S.

The HOMO energy (spin up / spin down) is -14.50 / -15.05 eV. The molar mass comes out at 455.3 g/mol. As for the spin multiplicity: 5. As for the total energy: -86190.137 eV. Its total charge is +2.

Element x y z (Å)
Co1 0.102 -0.253 -0.323
C1 5.012 1.950 0.218
N1 4.156 0.760 0.266
C2 4.707 -0.469 0.842
C3 2.859 0.800 -0.047
N2 2.032 -0.206 0.098
N3 2.414 2.009 -0.577
C4 1.139 2.414 -0.910
N4 1.051 3.678 -1.335
N5 0.101 1.630 -0.797
H1 6.022 1.654 0.480
H2 4.687 2.708 0.933
H3 5.064 2.365 -0.791
H4 5.790 -0.403 0.827
H5 4.431 -1.334 0.239
H6 4.378 -0.609 1.873
H7 2.475 -1.002 0.536
H8 3.126 2.711 -0.690
H9 1.849 4.286 -1.417
H10 0.163 4.059 -1.615
H11 -0.769 2.109 -1.000
F1 -8.367 -0.260 0.925
C5 -7.080 -0.109 0.790
C6 -6.252 -1.242 0.805
F2 -6.790 -2.435 0.957
C7 -4.903 -1.080 0.665
F3 -4.129 -2.164 0.688
C8 -4.305 0.198 0.498
S1 -2.655 0.443 0.334
C9 -5.188 1.319 0.490
F4 -4.695 2.529 0.340
C10 -6.546 1.170 0.632
F5 -7.350 2.212 0.622
N6 -1.415 -2.820 -0.453
C11 -1.318 -4.105 -0.799
C12 -0.028 -4.319 -1.251
C13 0.594 -3.083 -1.144
N7 -0.255 -2.167 -0.655
H12 -2.221 -2.313 -0.116
H13 -2.155 -4.775 -0.698
H14 0.393 -5.243 -1.607
H15 1.601 -2.803 -1.405

No. 8
Density functional theory data (wB97M-V/def2-TZVPD) for a molecular structure, C13H15EuPSe2 at a distorted geometry.

The HOMO energy (spin up / spin down) is -7.08 / -7.21 eV. The molar mass comes out at 512.1 g/mol. As for the spin multiplicity: 8. As for the total energy: -173031.942 eV. Its total charge is 0.

Element x y z (Å)
Eu1 -2.066 -1.354 -3.412
C1 -2.835 -1.597 -5.588
H1 -3.319 -2.621 -5.333
H2 -3.529 -0.714 -5.585
H3 -2.145 -1.520 -6.480
H4 -0.852 -0.046 -5.037
H5 -0.678 0.099 -4.276
Se1 0.166 -1.067 -1.267
P1 -0.506 1.225 -1.289
Se2 -2.566 1.171 -2.123
C2 1.309 -1.280 0.305
C3 0.780 -1.952 1.420
C4 1.566 -2.131 2.562
C5 2.873 -1.645 2.617
C6 3.398 -0.982 1.507
C7 2.629 -0.792 0.352
C8 -0.529 1.639 0.483
C9 -1.488 1.106 1.333
C10 -1.546 1.525 2.659
C11 -0.609 2.441 3.143
C12 0.412 2.909 2.308
C13 0.486 2.478 0.986
H6 -0.222 -2.389 1.368
H7 1.131 -2.620 3.433
H8 3.493 -1.806 3.490
H9 4.400 -0.555 1.529
H10 3.043 -0.330 -0.552
H11 -2.226 0.413 0.924
H12 -2.342 1.148 3.306
H13 -0.672 2.794 4.177
H14 1.144 3.619 2.692
H15 1.298 2.836 0.346

No. 9
Density functional theory data (wB97M-V/def2-TZVPD) for a single C13H15F9O4 molecule.

The HOMO energy is -9.63 eV. The molar mass comes out at 406.2 g/mol. As for the spin multiplicity: 1. As for the total energy: -46370.954 eV. Its total charge is 0.

Element x y z (Å)
C1 4.596 1.406 -0.575
C2 3.456 0.528 -0.082
O1 3.529 -0.736 -0.725
C3 2.736 -1.746 -0.136
C4 1.746 -2.279 -1.166
O2 0.759 -3.058 -0.512
C5 -0.554 -2.583 -0.556
C6 -1.142 -2.373 0.847
C7 -2.192 -1.259 0.887
C8 -1.278 -0.051 1.108
C9 -1.970 1.277 1.415
F1 -3.329 1.126 1.384
F2 -1.661 1.713 2.653
C10 -1.619 2.450 0.417
F3 -1.495 3.589 1.123
F4 -0.425 2.205 -0.181
C11 -2.652 2.793 -0.711
F5 -3.772 3.280 -0.162
F6 -2.069 3.764 -1.443
C12 -3.043 1.652 -1.709
F7 -2.038 0.774 -1.833
F8 -4.108 0.986 -1.292
F9 -3.302 2.157 -2.896
C13 -0.350 -0.658 2.166
O3 0.128 -0.197 3.160
O4 -0.118 -1.932 1.767
H1 5.416 1.416 0.142
H2 4.261 2.434 -0.705
H3 4.989 1.033 -1.517
H4 2.486 0.994 -0.301
H5 3.523 0.398 1.002
H6 2.168 -1.375 0.721
H7 3.375 -2.560 0.216
H8 2.261 -2.901 -1.901
H9 1.315 -1.431 -1.706
H10 -0.626 -1.647 -1.116
H11 -1.200 -3.304 -1.068
H12 -1.522 -3.308 1.251
H13 -2.807 -1.406 1.777
H14 -2.844 -1.195 0.022
H15 -0.632 0.025 0.236

No. 10
Density functional theory data (wB97M-V/def2-TZVPD) for a single C13H15N3O2S molecule at a distorted geometry.

The HOMO energy is -8.31 eV. The molar mass comes out at 277.3 g/mol. As for the spin multiplicity: 1. As for the total energy: -33123.289 eV. Its total charge is 0.

Element x y z (Å)
C1 -1.819 2.599 3.150
N1 -1.827 3.199 1.826
C2 -1.960 4.568 1.561
C3 -1.865 4.780 0.196
C4 -1.641 3.499 -0.395
C5 -1.663 2.539 0.626
C6 -1.535 1.079 0.342
N2 -1.536 0.194 1.312
C7 -1.503 -1.240 0.886
C8 -0.292 -1.611 0.053
C9 -0.392 -2.142 -1.244
C10 0.729 -2.485 -2.008
C11 2.027 -2.311 -1.460
S1 3.496 -2.648 -2.396
N3 3.468 -4.314 -2.447
O1 3.457 -2.290 -3.809
O2 4.709 -2.369 -1.664
C12 2.163 -1.809 -0.121
C13 0.995 -1.473 0.582
H1 -0.804 2.265 3.393
H2 -2.181 3.320 3.889
H3 -2.540 1.763 3.175
H4 -2.048 5.342 2.308
H5 -1.914 5.719 -0.313
H6 -1.552 3.361 -1.445
H7 -1.484 0.808 -0.721
H8 -2.461 -1.492 0.362
H9 -1.438 -1.835 1.794
H10 -1.390 -2.314 -1.653
H11 0.592 -2.929 -2.989
H12 4.157 -4.578 -3.166
H13 3.805 -4.547 -1.495
H14 3.134 -1.630 0.299
H15 1.113 -1.019 1.571

No. 11
Density functional theory data (wB97M-V/def2-TZVPD) for a single C13H15N3O3 molecule at a distorted geometry.

The HOMO energy is -7.77 eV. The molar mass comes out at 261.3 g/mol. As for the spin multiplicity: 1. As for the total energy: -24334.764 eV. Its total charge is 0.

Element x y z (Å)
N1 -3.033 3.056 0.300
C1 -1.783 2.692 0.845
C2 -1.590 1.224 0.674
O1 -1.596 0.486 1.610
N2 -1.646 0.573 -0.610
C3 -1.475 -0.789 -0.895
C4 -0.439 -1.545 -0.030
C5 0.964 -1.100 0.195
C6 1.593 -2.066 0.897
N3 2.951 -1.735 1.091
C7 3.183 -0.542 0.463
C8 4.348 0.220 0.244
C9 4.286 1.378 -0.694
C10 2.983 1.743 -1.224
C11 1.882 0.904 -1.135
C12 2.010 -0.176 -0.180
C13 -2.863 -1.554 -0.666
O2 -2.902 -2.744 -0.760
O3 -3.945 -0.681 -0.310
H1 -3.243 3.994 0.232
H2 -3.832 2.555 0.724
H3 -0.795 3.082 0.467
H4 -1.649 2.678 1.897
H5 -1.053 1.032 -1.363
H6 -1.246 -0.714 -2.004
H7 -0.354 -2.466 -0.614
H8 -1.069 -1.695 0.870
H9 0.975 -2.919 1.348
H10 3.661 -2.251 1.634
H11 5.284 0.119 0.780
H12 5.190 1.975 -1.088
H13 3.012 2.670 -1.870
H14 0.936 0.977 -1.561
H15 -4.777 -1.130 -0.193

No. 12
Density functional theory data (wB97M-V/def2-TZVPD) for a molecular structure, C13H15N3O3S3 at a distorted geometry.

The HOMO energy is -7.85 eV. The molar mass comes out at 357.5 g/mol. As for the spin multiplicity: 1. As for the total energy: -56842.861 eV. Its total charge is 0.

Element x y z (Å)
C1 -4.212 1.224 -1.166
H1 -4.869 0.818 -0.390
O1 -3.191 0.316 -1.504
C2 -2.294 -0.035 -0.538
C3 -2.314 0.413 0.773
C4 -1.322 0.010 1.654
C5 -0.311 -0.834 1.241
C6 -0.298 -1.308 -0.085
C7 -1.288 -0.909 -0.959
H2 -1.307 -1.235 -1.986
O2 0.749 -2.130 -0.412
C8 0.816 -2.632 -1.727
H3 -0.065 -3.233 -1.967
H4 1.706 -3.260 -1.755
H5 0.922 -1.824 -2.456
N1 0.781 -1.187 2.057
C9 1.371 -0.330 2.931
O3 0.811 0.547 3.540
C10 2.858 -0.600 3.180
H6 2.986 -1.431 3.874
H7 3.296 0.301 3.609
S1 3.814 -1.072 1.699
C11 3.081 -0.077 0.497
N2 2.187 0.828 0.728
C12 1.714 1.304 -0.444
N3 2.213 0.833 -1.558
S2 3.356 -0.296 -1.222
S3 0.456 2.485 -0.409
C13 0.051 2.533 -2.180
H8 -0.629 3.366 -2.321
H9 -0.427 1.599 -2.458
H10 0.964 2.678 -2.748
H11 1.373 -1.885 1.621
H12 -1.313 0.383 2.664
H13 -3.078 1.085 1.126
H14 -3.800 2.181 -0.829
H15 -4.785 1.377 -2.079

No. 13
Density functional theory data (wB97M-V/def2-TZVPD) for a molecular structure, C13H15N5O2STi at a distorted geometry.

The HOMO energy (spin up / spin down) is -15.50 / -15.50 eV. The molar mass comes out at 353.2 g/mol. As for the spin multiplicity: 1. As for the total energy: -59202.009 eV. Its total charge is +2.

Element x y z (Å)
Ti1 -7.193 -13.513 -9.279
N1 -8.884 -12.751 -8.357
N2 -9.403 -13.937 -7.693
C1 -8.763 -15.191 -8.091
O1 -9.407 -16.231 -8.154
O2 -7.451 -15.057 -8.227
H1 -8.701 -12.069 -7.647
H2 -9.585 -12.329 -8.942
H3 -10.418 -14.069 -7.915
C2 -9.226 -14.203 -15.599
C3 -8.778 -14.821 -14.314
C4 -8.348 -13.891 -13.203
N3 -7.988 -14.313 -12.030
N4 -7.624 -13.285 -11.195
C5 -7.643 -12.053 -11.752
N5 -7.149 -10.941 -11.175
S1 -8.207 -12.166 -13.453
H4 -8.501 -13.543 -16.055
H5 -10.216 -13.697 -15.529
H6 -9.564 -14.951 -16.344
H7 -7.872 -15.420 -14.512
H8 -9.608 -15.480 -13.888
H9 -6.496 -11.070 -10.374
H10 -7.053 -10.137 -11.814
C6 -6.038 -12.134 -8.565
C7 -5.989 -11.624 -7.408
C8 -5.692 -11.138 -6.111
C9 -5.169 -11.910 -5.068
C10 -4.826 -11.367 -3.832
C11 -4.969 -10.022 -3.573
C12 -5.640 -9.246 -4.531
C13 -5.981 -9.758 -5.776
H11 -5.008 -12.970 -5.090
H12 -4.410 -12.157 -3.160
H13 -4.629 -9.516 -2.674
H14 -5.848 -8.221 -4.248
H15 -6.330 -9.143 -6.575